No. 1
A molecular structure, C70H146BN6NaO18 in a non-equilibrium geometry. Source: the Open Molecules 2025 dataset; level of theory: the ωB97M-V functional and the def2-TZVPD basis.

Structure (XYZ):
```
242
Properties=species:S:1:pos:R:3:lowdin_spin:R:1
Na -5.34 0.08 -4.65 0.020
O 2.34 1.09 0.10 0.000
C 1.10 0.92 0.07 0.000
O 0.48 0.01 -0.66 0.002
B -0.99 0.30 -0.62 0.012
O -1.11 1.47 0.26 0.004
C 0.07 1.95 0.57 0.000
O 0.33 2.95 1.27 0.000
O -1.81 -0.83 -0.21 0.066
C -2.86 -0.87 -1.03 0.202
O -3.87 -1.56 -0.93 0.155
C -2.61 0.13 -2.23 0.258
O -1.43 0.69 -1.96 0.101
O -3.34 0.25 -3.24 0.162
C -4.66 -4.13 1.01 0.000
C -5.93 -3.73 0.37 0.000
C -6.70 -2.69 1.05 0.001
O -5.77 -3.39 -0.98 0.001
H -3.87 -3.39 1.15 0.000
H -4.17 -4.92 0.43 0.000
H -4.74 -4.51 2.03 0.000
H -6.52 -4.63 0.58 0.000
H -7.66 -2.56 0.53 0.000
H -6.22 -1.72 0.98 0.001
H -7.06 -2.94 2.05 0.000
H -5.03 -2.77 -0.93 0.000
C 4.67 -1.02 1.57 0.000
C 5.46 0.20 1.04 0.000
C 6.95 0.12 1.11 0.000
O 5.09 0.41 -0.35 0.000
H 4.79 -1.12 2.65 0.000
H 5.07 -1.94 1.16 0.000
H 3.59 -1.03 1.47 0.000
H 5.09 1.01 1.67 0.000
H 7.43 -0.49 0.35 0.000
H 7.23 -0.09 2.15 0.000
H 7.41 1.09 0.93 0.000
H 4.16 0.64 -0.31 0.000
C -1.90 -0.21 -6.91 0.000
C -3.00 -1.27 -6.94 0.000
C -2.82 -2.24 -5.74 0.001
O -4.24 -0.57 -6.96 0.001
H -0.93 -0.65 -6.72 0.000
H -1.94 0.54 -6.13 0.000
H -1.83 0.28 -7.88 0.000
H -2.91 -1.89 -7.83 0.000
H -3.09 -1.71 -4.83 0.000
H -1.81 -2.62 -5.66 0.000
H -3.52 -3.07 -5.78 0.000
H -4.25 -0.13 -7.81 0.000
C -6.82 -2.68 -6.06 0.000
C -6.74 -3.16 -4.56 0.000
C -6.46 -4.69 -4.24 0.000
O -5.78 -2.39 -3.89 0.002
H -5.87 -2.95 -6.51 0.000
H -6.99 -1.60 -6.02 0.001
H -7.58 -3.15 -6.68 0.000
H -7.68 -3.01 -4.02 0.000
H -6.66 -4.86 -3.18 0.000
H -5.45 -4.99 -4.51 0.000
H -7.25 -4.97 -4.94 0.000
H -5.92 -2.40 -2.94 0.000
C 0.66 -6.65 3.35 0.000
C -0.34 -5.90 2.39 0.000
C -1.57 -5.28 3.14 0.000
C -1.29 -3.91 3.75 0.000
C -0.62 -2.98 2.70 0.000
C 0.64 -3.52 1.98 0.000
N 0.28 -4.88 1.47 0.000
O 1.35 -5.48 0.73 0.000
C 0.80 -2.61 0.81 0.000
C 1.90 -3.54 2.96 0.000
C -0.94 -7.01 1.46 0.000
H 0.95 -5.93 4.12 0.000
H 1.66 -6.89 2.98 0.000
H 0.32 -7.60 3.75 0.000
H -2.38 -5.14 2.42 0.000
H -1.86 -5.95 3.95 0.000
H -0.68 -4.03 4.65 0.000
H -2.21 -3.41 4.05 0.000
H -0.45 -2.00 3.14 0.000
H -1.40 -2.74 1.97 0.000
H 1.79 -2.70 0.38 0.000
H 0.05 -2.69 0.01 0.000
H 0.75 -1.58 1.17 0.000
H 2.34 -2.55 3.05 0.000
H 1.55 -3.92 3.92 0.000
H 2.63 -4.24 2.57 0.000
H -1.32 -7.87 2.01 0.000
H -0.06 -7.36 0.92 0.000
H -1.71 -6.57 0.84 0.000
H 1.02 -5.56 -0.17 0.000
C -1.57 4.00 4.34 0.000
C -2.00 2.81 5.18 0.000
C -3.15 3.37 6.06 0.000
C -4.13 2.43 6.68 0.000
C -4.66 1.42 5.71 0.000
C -3.54 0.69 4.86 0.000
N -2.51 1.70 4.39 0.000
O -1.53 1.17 3.58 0.000
C -2.93 -0.47 5.70 0.000
C -4.19 0.00 3.64 0.000
C -0.80 2.27 6.11 0.000
H -0.70 3.73 3.74 0.000
H -1.38 4.96 4.84 0.000
H -2.42 4.20 3.70 0.000
H -2.67 3.90 6.89 0.000
H -3.65 4.17 5.52 0.000
H -4.90 3.11 7.05 0.000
H -3.76 1.91 7.57 0.000
H -5.46 1.86 5.11 0.000
H -5.13 0.69 6.37 0.000
H -2.06 -0.90 5.20 0.000
H -2.67 -0.02 6.65 0.000
H -3.69 -1.23 5.89 0.000
H -3.46 -0.60 3.10 0.000
H -5.02 -0.67 3.86 0.000
H -4.56 0.71 2.89 0.000
H 0.10 2.43 5.53 0.000
H -0.89 1.22 6.36 0.000
H -0.62 2.74 7.08 0.000
H -1.71 1.65 2.76 0.000
C 7.08 3.09 -1.85 0.000
C 7.07 4.38 -1.03 0.000
C 7.37 5.62 -1.99 0.000
C 6.09 6.02 -2.75 0.000
C 5.00 6.46 -1.78 0.000
C 4.63 5.28 -0.85 0.000
N 5.83 4.68 -0.31 0.000
O 5.65 3.91 0.82 0.000
C 3.82 6.00 0.27 0.000
C 3.68 4.30 -1.62 0.000
C 8.31 4.22 -0.12 0.000
H 7.01 2.17 -1.28 0.000
H 7.94 2.94 -2.50 0.000
H 6.20 3.16 -2.49 0.000
H 7.77 6.48 -1.47 0.000
H 8.13 5.31 -2.71 0.000
H 5.75 5.21 -3.39 0.000
H 6.28 6.79 -3.51 0.000
H 4.13 6.73 -2.39 0.000
H 5.39 7.33 -1.26 0.000
H 3.34 5.27 0.91 0.000
H 4.48 6.67 0.82 0.000
H 3.06 6.68 -0.14 0.000
H 2.86 4.76 -2.17 0.000
H 4.27 3.70 -2.31 0.000
H 3.22 3.59 -0.92 0.000
H 8.12 3.36 0.52 0.000
H 8.30 5.01 0.63 0.000
H 9.29 4.19 -0.60 0.000
H 5.31 3.09 0.46 0.000
C -1.23 -8.46 -1.94 0.000
C -0.52 -7.71 -3.12 0.000
C -1.50 -7.64 -4.42 0.000
C -2.58 -6.58 -4.34 0.000
C -1.89 -5.23 -4.14 0.000
C -1.04 -5.13 -2.84 0.000
N -0.11 -6.28 -2.81 0.000
O 0.79 -6.22 -1.79 0.000
C -0.23 -3.83 -2.94 0.001
C -2.07 -4.93 -1.66 0.000
C 0.71 -8.59 -3.52 0.000
H -0.48 -8.60 -1.16 0.000
H -1.68 -9.40 -2.26 0.000
H -2.02 -7.85 -1.49 0.000
H -0.98 -7.60 -5.37 0.000
H -2.04 -8.58 -4.41 0.000
H -3.29 -6.81 -3.54 0.000
H -3.17 -6.73 -5.25 0.000
H -2.70 -4.50 -4.15 0.000
H -1.38 -4.86 -5.03 0.000
H -0.87 -2.97 -3.12 0.002
H 0.30 -3.69 -2.00 0.000
H 0.52 -3.88 -3.73 0.000
H -2.80 -4.13 -1.81 0.000
H -2.66 -5.78 -1.32 0.000
H -1.61 -4.63 -0.72 0.000
H 0.44 -9.64 -3.37 0.000
H 1.64 -8.42 -2.98 0.000
H 0.81 -8.49 -4.61 0.000
H 1.59 -6.55 -2.20 0.000
C 6.25 3.15 6.75 0.000
C 6.10 2.49 5.33 0.000
C 5.77 0.95 5.47 0.000
C 4.32 0.58 5.92 0.000
C 3.26 1.30 5.01 0.000
C 3.60 2.80 4.68 0.000
N 5.06 3.05 4.42 0.000
O 5.42 4.30 3.99 0.000
C 2.86 3.15 3.36 0.000
C 3.02 3.77 5.73 0.000
C 7.49 2.63 4.59 0.000
H 6.35 4.23 6.74 0.000
H 7.13 2.81 7.29 0.000
H 5.37 2.91 7.35 0.000
H 5.88 0.50 4.48 0.000
H 6.45 0.40 6.12 0.000
H 4.13 0.89 6.95 0.000
H 4.09 -0.48 5.93 0.000
H 2.39 1.32 5.66 0.000
H 2.96 0.70 4.14 0.000
H 3.11 2.56 2.47 0.000
H 1.79 2.97 3.43 0.000
H 2.92 4.20 3.09 0.000
H 1.93 3.69 5.76 0.000
H 3.36 3.52 6.73 0.000
H 3.33 4.78 5.46 0.000
H 7.55 2.06 3.67 0.000
H 8.28 2.13 5.15 0.000
H 7.75 3.65 4.32 0.000
H 5.56 4.10 3.06 0.000
C -0.85 4.21 -2.19 0.000
C -1.45 4.41 -3.63 0.000
C -2.34 3.17 -3.98 0.000
C -3.31 3.42 -5.12 0.001
C -4.13 4.62 -4.62 0.000
C -3.29 5.92 -4.47 0.000
N -2.25 5.63 -3.55 0.000
O -1.60 6.77 -3.08 0.000
C -2.89 6.45 -5.87 0.000
C -4.32 6.91 -3.75 0.000
C -0.31 4.42 -4.57 0.000
H -1.58 4.20 -1.38 0.000
H 0.02 4.83 -1.99 0.000
H -0.27 3.29 -2.11 0.000
H -1.75 2.29 -4.23 0.000
H -2.91 2.90 -3.09 0.000
H -3.80 2.51 -5.47 0.001
H -2.75 3.73 -6.00 0.000
H -4.60 4.39 -3.67 0.000
H -4.89 4.82 -5.37 0.000
H -2.50 7.46 -5.71 0.000
H -2.11 5.94 -6.44 0.000
H -3.75 6.66 -6.50 0.000
H -4.40 6.73 -2.67 0.000
H -3.89 7.91 -3.83 0.000
H -5.27 6.99 -4.28 0.000
H -0.65 4.40 -5.60 0.000
H 0.42 3.62 -4.42 0.000
H 0.30 5.32 -4.58 0.000
H -2.04 6.97 -2.25 0.000
```

The lowest unoccupied orbital energy (alpha / beta) is 0.8 / 0.7 eV. As for the spin multiplicity: 2. The calculation puts the HOMO energy (alpha / beta) at -0.0707 / -0.2142 hartree. Its total charge is -1.


No. 2
11 unconnected molecules or ions with the total composition C70H157N7O11 in a non-equilibrium geometry. Source: the Open Molecules 2025 dataset; level of theory: the ωB97M-V functional and the def2-TZVPD basis.

Structure (XYZ):
```
245
Properties=species:S:1:pos:R:3:mulliken_charge:R:1
C -2.51 -29.51 9.07 -1.474
C -2.10 -29.42 10.52 0.196
C -1.76 -28.04 11.08 -0.579
O -3.09 -30.13 11.24 -0.177
H -3.19 -28.73 8.80 -0.047
H -2.97 -30.42 8.72 0.488
H -1.73 -29.37 8.34 0.577
H -1.12 -29.96 10.64 0.550
H -2.56 -27.28 11.12 -0.099
H -0.85 -27.63 10.60 0.096
H -1.45 -28.17 12.12 0.684
H -2.53 -30.31 12.09 0.169
C -1.13 -22.52 13.72 -1.720
C -2.28 -23.25 13.09 0.975
C -2.10 -24.70 12.75 -0.265
O -3.51 -23.21 13.98 -0.417
H -1.46 -21.57 14.10 0.427
H -0.24 -22.39 13.07 0.294
H -0.79 -22.95 14.66 0.334
H -2.55 -22.69 12.17 0.128
H -2.85 -25.10 12.13 -0.879
H -2.01 -25.14 13.76 0.558
H -1.14 -24.73 12.24 0.315
H -3.75 -22.30 14.06 0.203
C -5.21 -26.86 9.94 0.348
C -5.63 -28.21 10.49 3.377
C -5.79 -28.33 11.99 -1.556
O -6.87 -28.52 9.80 -0.816
H -5.99 -26.24 9.71 0.335
H -4.58 -27.06 9.05 -0.790
H -4.52 -26.44 10.69 -0.828
H -4.96 -28.95 10.09 -1.319
H -4.79 -28.18 12.43 0.440
H -6.10 -29.32 12.29 0.405
H -6.44 -27.58 12.44 0.044
H -7.10 -29.46 10.01 -0.302
C -9.54 -27.17 8.16 -0.893
C -10.23 -28.26 8.97 0.441
C -10.22 -29.64 8.44 -1.460
O -9.61 -28.26 10.28 0.949
H -8.64 -27.57 7.65 0.186
H -9.26 -26.43 8.89 -0.304
H -10.19 -26.73 7.39 0.441
H -11.24 -27.92 9.19 0.628
H -10.75 -30.25 9.14 0.219
H -9.18 -30.02 8.37 0.246
H -10.75 -29.68 7.48 0.356
H -8.64 -28.36 10.26 -0.318
C 2.08 -23.71 8.91 -2.104
C 0.65 -23.24 8.82 1.875
C 0.64 -22.40 7.59 -1.628
C -0.75 -21.94 7.22 -0.827
C -1.58 -23.25 7.08 -1.463
C -1.64 -24.17 8.26 3.391
N -0.17 -24.47 8.68 -0.114
O -0.16 -25.11 9.90 -0.277
C -2.59 -23.59 9.34 -1.662
C -2.11 -25.52 7.81 -1.804
C 0.36 -22.43 10.09 -1.410
H 2.36 -24.36 8.08 0.485
H 2.30 -24.28 9.89 0.265
H 2.88 -23.02 8.87 0.457
H 1.28 -21.57 7.76 0.519
H 0.93 -23.04 6.74 0.388
H -0.75 -21.44 6.25 0.456
H -1.09 -21.20 7.92 0.405
H -1.27 -23.67 6.09 0.118
H -2.59 -22.86 6.85 0.350
H -2.57 -24.21 10.33 -0.604
H -2.38 -22.60 9.54 0.863
H -3.60 -23.62 8.95 0.534
H -3.12 -25.49 7.42 0.210
H -1.42 -26.01 7.11 0.474
H -2.23 -26.23 8.61 -0.202
H 1.21 -21.73 10.12 0.492
H 0.44 -23.15 10.92 0.273
H -0.52 -21.77 10.18 0.245
H -0.11 -26.05 9.68 0.289
C -13.46 -27.64 12.92 -1.727
C -12.08 -26.89 13.00 2.327
C -11.94 -25.83 14.03 -0.852
C -11.81 -26.37 15.41 -1.584
C -10.59 -27.37 15.46 -0.686
C -10.79 -28.46 14.51 2.624
N -11.01 -27.85 13.15 1.446
O -11.37 -28.94 12.24 -0.606
C -9.50 -29.30 14.54 -2.029
C -11.99 -29.39 14.88 -2.008
C -11.97 -26.26 11.65 -2.677
H -14.00 -27.53 13.90 0.347
H -13.42 -28.71 12.66 0.222
H -14.05 -27.13 12.07 0.444
H -11.03 -25.22 13.79 -0.134
H -12.77 -25.15 13.77 0.562
H -12.75 -26.86 15.77 0.363
H -11.50 -25.58 16.06 0.656
H -10.43 -27.77 16.48 0.671
H -9.74 -26.82 15.09 -0.489
H -8.58 -28.79 14.29 -0.019
H -9.34 -29.66 15.55 0.528
H -9.57 -30.19 13.85 0.114
H -12.04 -29.92 15.80 0.478
H -13.00 -28.91 14.98 0.297
H -12.16 -30.04 14.05 0.309
H -12.73 -25.48 11.53 0.616
H -12.04 -27.03 10.89 0.608
H -10.99 -25.76 11.53 0.065
H -10.59 -29.06 11.67 -0.116
C -4.91 -33.52 12.37 -1.122
C -4.72 -34.12 13.77 1.435
C -3.72 -35.24 13.49 -1.204
C -3.01 -35.77 14.77 -0.785
C -2.31 -34.67 15.46 -1.417
C -3.22 -33.43 15.76 2.033
N -4.00 -33.12 14.56 0.339
O -4.81 -32.01 14.94 -0.231
C -4.17 -33.66 16.99 -1.669
C -2.39 -32.27 16.05 -2.373
C -6.03 -34.66 14.35 -1.790
H -3.99 -33.75 11.75 0.337
H -5.11 -32.45 12.38 0.031
H -5.73 -34.05 11.87 0.105
H -4.34 -36.00 12.97 0.417
H -2.99 -34.79 12.75 0.386
H -2.26 -36.49 14.51 0.442
H -3.69 -36.35 15.44 0.332
H -1.44 -34.37 14.89 0.441
H -1.85 -35.02 16.38 0.418
H -4.28 -34.71 17.21 0.348
H -3.75 -33.23 17.89 0.496
H -5.17 -33.21 16.81 0.223
H -3.02 -31.47 16.42 0.502
H -1.65 -32.56 16.77 0.527
H -1.84 -31.90 15.18 0.356
H -6.41 -35.38 13.53 0.426
H -6.81 -33.93 14.50 0.302
H -5.89 -35.18 15.25 0.445
H -4.53 -31.31 14.30 0.206
C -1.66 -27.25 1.89 -1.867
C -2.87 -26.79 2.76 1.999
C -4.01 -26.21 1.98 -1.063
C -5.27 -25.98 2.85 -0.676
C -5.68 -27.34 3.61 -1.088
C -4.54 -28.03 4.37 1.820
N -3.38 -28.03 3.39 0.154
O -2.36 -28.86 3.98 -0.459
C -4.24 -27.44 5.74 -1.180
C -5.04 -29.53 4.60 -2.241
C -2.33 -25.70 3.67 -1.886
H -1.88 -28.30 1.52 0.389
H -0.76 -27.33 2.46 0.374
H -1.49 -26.62 0.96 0.367
H -3.75 -25.21 1.60 0.341
H -4.22 -26.97 1.15 0.368
H -6.11 -25.67 2.17 0.369
H -5.15 -25.21 3.64 0.291
H -6.16 -27.98 2.86 0.445
H -6.41 -27.01 4.38 0.228
H -3.99 -26.35 5.68 -0.064
H -5.12 -27.51 6.41 0.328
H -3.35 -27.97 6.12 0.325
H -5.94 -29.57 5.25 0.299
H -5.26 -29.93 3.67 0.652
H -4.32 -30.15 5.08 0.388
H -3.18 -25.21 4.14 0.202
H -1.77 -24.94 3.06 0.509
H -1.61 -26.11 4.41 0.309
H -2.39 -29.61 3.36 0.362
C -6.60 -22.87 16.87 -2.070
C -6.41 -24.34 17.26 1.482
C -7.72 -25.05 17.25 -0.600
C -7.65 -26.49 17.76 -1.013
C -6.79 -27.15 16.65 -1.010
C -5.41 -26.57 16.53 2.204
N -5.51 -25.10 16.42 1.419
O -4.23 -24.54 16.46 -0.684
C -4.61 -27.04 17.76 -1.912
C -4.67 -27.09 15.17 -1.977
C -5.95 -24.28 18.78 -1.958
H -7.04 -22.62 15.85 0.127
H -5.65 -22.41 16.85 0.584
H -7.24 -22.47 17.62 0.517
H -8.40 -24.45 17.86 0.674
H -8.16 -25.03 16.24 -0.512
H -8.69 -26.88 17.85 0.378
H -7.27 -26.57 18.74 0.633
H -7.23 -26.91 15.71 -0.189
H -6.66 -28.28 16.65 0.537
H -3.89 -27.82 17.50 0.375
H -3.95 -26.24 18.11 0.382
H -5.15 -27.36 18.64 0.364
H -4.68 -28.20 15.19 0.185
H -5.33 -26.84 14.35 0.133
H -3.67 -26.76 15.03 0.632
H -5.65 -25.27 19.04 0.445
H -6.82 -23.93 19.32 0.436
H -5.21 -23.51 18.97 0.376
H -4.09 -24.19 15.57 0.326
C -8.53 -24.46 13.45 -1.952
C -8.16 -23.49 12.19 1.724
C -7.08 -24.19 11.35 -0.645
C -6.92 -23.59 9.94 -0.093
C -8.24 -23.44 9.26 -0.750
C -9.31 -22.75 10.05 1.018
N -9.41 -23.40 11.37 1.516
O -10.50 -22.92 12.13 -0.691
C -9.11 -21.17 10.19 -1.868
C -10.63 -23.09 9.35 -1.376
C -7.70 -22.14 12.84 -1.567
H -7.63 -24.76 13.97 0.405
H -8.98 -25.36 13.08 -0.074
H -9.11 -23.93 14.17 0.864
H -6.14 -24.08 11.92 0.054
H -7.22 -25.30 11.24 -0.334
H -6.22 -24.11 9.27 0.178
H -6.42 -22.62 10.08 0.496
H -8.60 -24.42 8.99 -0.453
H -8.19 -22.93 8.29 0.539
H -8.10 -20.94 10.60 0.240
H -9.27 -20.74 9.26 0.547
H -9.88 -20.81 10.81 0.429
H -10.73 -22.52 8.38 0.404
H -10.45 -24.15 9.04 0.141
H -11.52 -22.92 9.98 0.322
H -7.04 -21.60 12.10 0.405
H -7.15 -22.34 13.78 -0.067
H -8.55 -21.50 13.12 0.292
H -11.07 -23.71 12.18 0.237
C -9.38 -32.56 11.81 -1.925
C -9.33 -32.18 10.34 3.135
C -7.93 -32.59 9.83 -1.461
O -6.99 -31.59 10.19 0.399
C -5.79 -31.69 9.47 -1.188
N -10.40 -32.87 9.58 -0.787
H -9.24 -33.64 11.93 0.467
H -10.34 -32.35 12.29 0.504
H -8.61 -32.01 12.30 0.257
H -9.36 -31.07 10.28 -1.760
H -7.95 -32.78 8.77 0.462
H -7.54 -33.54 10.36 0.143
H -5.12 -30.99 9.96 -0.001
H -5.91 -31.49 8.42 0.614
H -5.42 -32.74 9.63 0.366
H -11.22 -33.02 10.13 0.300
H -10.63 -32.21 8.82 0.392
```

The lowest unoccupied orbital energy is 0.3 eV. As for the spin multiplicity: 1. The calculation puts the HOMO energy at -0.2920 hartree. Its total charge is 0. Its SMILES is CC1(C)CCCC(C)(C)N1O.CC1(C)CCCC(C)(C)N1O.CC1(C)CCCC(C)(C)N1O.CC1(C)CCCC(C)(C)N1O.CC1(C)CCCC(C)(C)N1O.CC1(C)CCCC(C)(C)N1O.COC[C@H](C)N.CC(C)O.CC(C)O.CC(C)O.CC(C)O.


E, record by record: -4624.6821, -3971.8175 Eh